(1)
49
Properties=species:S:1:pos:R:3:forces:R:3:mulliken_charge:R:1 method="wB97M-V/def2-TZVPD" total_charge=+1 homo_lumo_gap_ha=0.2468 relative_energy_kcal_mol=0.0 lumo_energy_ha=-0.128
Ca 9.96006 10.70345 9.05228 -1.3 0.1 0.6 2.1541
N 4.50609 10.92048 15.24059 -0.2 0.2 -0.1 -0.4896
C 5.58975 10.66692 14.44366 -1.1 0.0 0.2 0.8713
C 5.53926 10.81011 13.07990 -0.7 0.5 -2.3 -0.6022
C 6.63825 10.62364 12.27187 0.7 0.2 1.0 -0.5710
C 7.84411 10.32838 12.86537 0.9 0.0 1.3 -0.2586
C 7.93539 10.08942 14.25409 -0.2 -0.3 -1.3 -0.5570
C 6.76095 10.21706 14.97963 1.9 -1.1 2.4 -0.5223
S 9.31837 10.28203 11.92655 -0.8 -0.5 1.6 1.8144
O 10.39684 9.86151 12.77988 0.1 -0.3 -0.4 -0.6982
O 9.52878 11.59800 11.32089 0.2 0.5 -1.0 -0.8631
N 8.91880 9.35717 10.70510 0.6 -0.5 -1.4 -0.8700
C 9.57389 8.20587 10.35381 1.4 1.0 -1.4 0.6530
N 9.91079 7.30960 11.25823 0.5 -1.7 -0.1 -0.4024
C 10.54286 6.21959 10.78249 -0.2 -0.3 -0.5 -0.1117
C 10.77421 6.04460 9.39766 1.5 -0.8 0.1 -0.6305
C 10.59998 7.08752 8.50891 -1.6 1.5 3.1 -0.2380
N 10.03885 8.21045 9.00981 -1.1 0.0 1.1 -0.3628
H 3.65414 11.26613 14.86988 -0.4 0.2 -0.6 0.1787
H 4.38545 10.54938 16.15314 0.5 -0.3 0.5 0.1902
H 4.64884 11.08217 12.51893 -0.3 0.0 0.6 0.2657
H 6.64672 10.73608 11.21724 -0.5 0.2 -0.8 0.4963
H 8.90484 9.70294 14.61085 -0.8 0.4 0.3 0.4433
H 6.74757 9.91740 16.05816 0.2 0.5 -1.0 0.2246
H 10.86640 5.40542 11.50326 -0.5 1.3 -0.9 0.3612
H 11.34868 5.19877 9.03252 -0.4 -0.2 0.3 0.3477
H 10.86313 7.17332 7.49412 0.5 -0.5 -1.1 0.5218
N 6.57027 15.18256 3.62892 -0.7 1.0 -1.2 -0.3296
C 6.97132 14.40373 4.34998 0.9 -1.0 1.0 -0.1329
C 7.55906 13.57498 5.36100 -0.8 0.0 1.3 0.6923
C 8.79214 12.97822 5.26262 0.0 0.2 -0.4 -0.6701
C 9.27495 12.31303 6.35069 3.9 -2.1 -0.3 0.1427
N 8.70293 12.16905 7.53590 -0.1 0.3 -0.6 -0.5639
C 7.52043 12.76451 7.61878 -1.2 0.4 0.4 -0.5416
C 6.88739 13.44520 6.59851 1.7 -0.4 -1.5 -0.7137
H 9.40561 13.03156 4.39133 0.1 0.1 -0.5 0.4773
H 10.34195 11.79833 6.22311 -2.3 1.1 0.3 0.1693
H 7.02102 12.71529 8.55731 -0.3 -0.2 0.7 0.5323
H 5.93742 13.88234 6.64802 -1.2 0.5 0.7 0.5275
C 13.42263 9.56751 10.31711 -1.5 -0.9 1.4 -0.8368
S 13.30217 9.98619 8.63215 0.0 0.3 -1.1 0.5291
C 14.51317 11.28634 8.51728 0.4 -0.1 0.4 -1.0370
O 12.00531 10.77378 8.53914 0.4 0.0 -0.3 -0.6810
H 13.11864 10.39853 10.91513 -0.1 1.0 0.3 0.3095
H 14.39148 9.28166 10.63317 1.2 -0.4 0.0 0.5265
H 12.70676 8.75820 10.63674 0.6 0.5 -0.9 0.1465
H 15.47293 10.78248 8.62831 0.2 0.3 0.2 0.4229
H 14.31629 12.03718 9.29232 0.2 -0.3 0.0 0.3088
H 14.49756 11.77865 7.54706 -0.3 -0.3 -0.1 0.3767

---

(2)
50
Properties=species:S:1:pos:R:3:forces:R:3:mulliken_charge:R:1 method="wB97M-V/def2-TZVPD" total_charge=+1 multiplicity=3 homo_lumo_gap_ha="0.2718 / 0.2954" relative_energy_kcal_mol=0.0 s2=2.00 lumo_energy_ha="-0.092 / -0.092"
Ti -0.31365 -1.15358 0.21065 -0.4 -0.3 0.0 0.2663
N 7.59753 -0.18738 1.80954 0.0 0.0 0.0 -0.4711
C 6.23715 -0.18173 1.75869 0.1 0.0 0.0 1.1364
C 5.51379 0.94763 2.17099 -0.1 0.0 0.0 -0.7927
C 4.13893 0.94576 2.13626 0.0 -0.1 0.0 -0.6149
C 3.45352 -0.18793 1.69247 0.4 0.1 0.0 -0.2393
C 4.16121 -1.31718 1.28489 -0.1 0.0 0.0 -0.2396
C 5.53671 -1.31619 1.32100 0.0 0.0 0.0 -0.8813
S 1.74027 -0.09653 1.58573 0.3 -0.1 0.0 1.8598
O 1.25102 0.82309 2.56625 -0.3 -0.1 -0.1 -0.7190
O 1.21398 -1.50286 1.66300 0.0 0.4 0.0 -0.6441
N 1.27957 0.39607 0.12671 0.0 -0.1 -0.4 -0.7077
C 1.82357 -0.29004 -0.97444 0.5 0.6 0.1 0.4329
N 1.08700 -1.32072 -1.40236 0.0 -0.1 -0.1 0.0741
C 1.45583 -1.96629 -2.51469 0.0 0.0 0.0 -0.2347
C 2.59249 -1.59518 -3.18914 0.0 0.2 0.2 -0.6883
C 3.31391 -0.53253 -2.63816 0.2 -0.2 -0.4 -0.1414
N 2.95052 0.12660 -1.55068 -0.2 0.0 0.1 -0.5345
H 8.10569 0.64546 2.04121 0.0 0.0 0.0 0.1939
H 8.12081 -0.95980 1.44257 0.0 0.0 0.0 0.1934
H 6.04268 1.82195 2.52841 0.0 0.0 0.0 0.3050
H 3.58896 1.81637 2.46431 0.0 0.0 0.0 0.4388
H 3.63164 -2.20588 0.96552 0.0 0.0 0.0 0.4728
H 6.08515 -2.20130 1.02395 0.0 0.0 0.0 0.3043
H 0.82259 -2.78269 -2.83810 0.0 0.0 0.0 0.4618
H 2.91289 -2.09499 -4.08956 0.0 0.0 0.0 0.4059
H 4.23177 -0.21064 -3.11965 0.0 0.1 0.1 0.4437
Cl -1.89859 -0.76518 2.25432 -0.2 -0.2 0.1 -0.0562
C -2.71718 -2.31460 1.89041 0.2 0.1 -0.1 -0.2903
Cl -1.75011 -3.25904 0.70695 -0.2 0.0 0.2 -0.1121
H -3.67622 -2.09851 1.43770 0.0 0.0 0.0 0.3334
H -2.77663 -2.88615 2.80739 -0.1 0.0 0.0 0.3656
N -1.29505 2.09882 -0.51566 -0.1 0.0 0.1 -0.2777
C -2.38779 1.38085 -0.80331 0.2 0.0 0.1 0.7275
S -2.24094 -0.26397 -1.24806 -0.3 0.0 0.0 -0.2827
N -3.55645 2.02583 -0.71168 -0.1 0.0 -0.1 -0.1605
C -4.90459 1.57547 -0.88800 0.2 0.0 0.1 0.6638
C -5.84975 2.15446 -0.04999 -0.1 -0.1 0.0 -0.5352
C -7.18478 1.80693 -0.16959 0.0 0.0 0.0 -0.5569
C -7.57718 0.88027 -1.12534 0.0 0.0 0.0 -0.4917
C -6.62888 0.32496 -1.96940 0.1 0.0 0.0 -0.6803
C -5.28787 0.67194 -1.86663 -0.1 0.1 0.0 -0.3297
H -0.40169 1.63151 -0.41995 0.1 0.0 0.0 0.1942
H -1.36484 3.03726 -0.15402 0.0 0.0 0.0 0.2173
H -3.50264 2.95643 -0.32475 0.0 0.1 -0.1 0.2471
H -5.54216 2.87312 0.70110 0.0 0.0 0.0 0.3276
H -7.91526 2.26002 0.48675 0.0 0.0 0.0 0.3736
H -8.61863 0.60577 -1.22191 0.0 0.0 0.0 0.3955
H -6.92814 -0.37767 -2.73575 0.0 0.0 0.0 0.3788
H -4.57017 0.26198 -2.55595 0.1 0.0 0.0 0.4681

---

(3)
64
Properties=species:S:1:pos:R:3:forces:R:3:mulliken_charge:R:1 method="wB97M-V/def2-TZVPD" total_charge=-1 multiplicity=2 homo_lumo_gap_ha="0.2688 / 0.2451" s2=0.77 lumo_energy_ha="0.059 / 0.035"
Sn -0.49847 0.76499 -1.61102 -0.1 0.8 0.0 1.4959
N -3.15588 4.73101 -1.09745 0.0 0.2 -0.1 -0.4135
C -2.71928 3.45642 -1.25575 -0.3 -0.6 0.2 0.4831
S -1.29165 3.25498 -2.20744 0.4 -0.4 0.0 -0.5018
N -3.48354 2.55039 -0.69451 -0.2 0.8 0.1 -1.0345
N -3.08005 1.27184 -0.76762 0.3 -0.4 -0.2 0.7710
C -3.91960 0.46326 -0.23877 0.1 -0.1 0.0 -1.0156
C -3.73539 -0.98419 -0.17458 0.2 -0.3 0.0 0.9201
C -4.72664 -1.75699 0.43299 -0.1 0.1 0.0 -0.8526
C -4.57403 -3.12830 0.50072 0.0 0.0 0.0 -0.2815
C -3.43335 -3.69936 -0.03778 -0.1 -0.1 0.0 -0.9191
C -2.49662 -2.85989 -0.61743 0.1 0.2 0.0 -0.0140
N -2.63142 -1.53938 -0.69058 0.1 0.1 0.0 0.1520
H -2.55069 5.47142 -1.39891 0.0 0.0 0.1 0.2096
H -3.82995 4.90319 -0.37030 0.0 0.0 -0.1 0.2295
H -4.82500 0.87316 0.20311 0.0 0.0 0.0 0.2442
H -5.59873 -1.26455 0.84451 0.0 0.0 0.0 0.3536
H -5.33045 -3.74535 0.97031 0.0 0.0 0.0 0.4134
H -3.27305 -4.76862 -0.01210 0.0 0.0 0.0 0.3986
H -1.58826 -3.26556 -1.04171 0.1 0.0 -0.1 0.3496
F 1.92188 1.64707 -2.39471 -0.3 -0.1 -0.2 -0.5676
P 2.14560 1.74574 -4.03012 0.2 0.0 -0.1 1.4731
F 2.66542 0.19948 -4.01123 -0.1 0.0 0.0 -0.3916
F 2.30725 1.78728 -5.62129 -0.1 0.0 0.0 -0.3508
F 1.59112 3.24811 -4.00355 -0.1 0.0 0.0 -0.3920
F 3.64296 2.25229 -3.79891 0.0 0.0 0.0 -0.3641
F 0.60427 1.18485 -4.18896 -0.2 0.0 0.1 -0.4078
S -1.93117 1.53412 2.25195 0.2 -0.2 -0.2 -0.2176
C -0.86567 2.15752 3.37183 -0.5 -0.1 0.2 -0.1166
N -0.16584 3.30349 3.27957 0.5 0.1 0.0 -0.2021
C 0.75295 3.48028 4.40925 -0.2 0.0 -0.2 -0.4413
C 0.37369 2.32702 5.35854 -0.1 0.0 -0.1 -0.4497
N -0.66635 1.64135 4.60383 0.4 0.1 0.1 -0.1307
H 0.12135 3.62406 2.36810 -0.2 -0.1 -0.2 0.3294
H 0.59579 4.45463 4.87180 0.0 0.0 0.0 0.2758
H 1.78165 3.40409 4.07093 0.1 0.0 0.0 0.2574
H -0.01141 2.69796 6.30935 0.0 0.0 0.0 0.2807
H 1.22570 1.67164 5.54552 0.0 0.0 0.1 0.2792
H -1.08715 0.77599 4.87838 -0.1 -0.1 -0.1 0.2063
O 3.04388 3.11326 0.66544 -0.1 0.0 0.0 -0.7182
Cl 2.60546 1.74714 0.64055 0.2 0.7 0.7 1.6460
O 3.39700 0.98576 -0.26607 0.0 -0.6 -0.3 -0.6628
O 2.72609 1.18850 1.97731 -0.4 -0.1 -0.1 -0.7175
O 1.18934 1.74307 0.25167 -0.3 -0.4 0.0 -0.4961
N 0.32476 -1.58066 1.63305 0.1 0.3 0.1 -0.3681
C 1.28311 -1.78548 0.68788 0.0 -0.1 -0.8 0.4053
C 2.46353 -2.56521 1.09676 0.0 0.2 0.2 -0.6801
C 3.37646 -2.90801 0.20642 0.2 -0.2 0.0 -0.9873
C 3.22263 -2.59309 -1.24426 0.0 -0.3 -0.2 0.1472
C 2.04389 -1.66598 -1.55380 0.1 0.4 0.6 -0.6083
N 1.09157 -1.36863 -0.51344 0.0 -0.3 0.0 0.5049
H 0.68768 -1.47099 2.56538 0.0 0.0 0.1 0.3194
H -0.34729 -0.85524 1.40287 0.0 0.0 0.0 -0.0446
H 2.56508 -2.82348 2.14302 0.0 0.0 0.0 0.3692
H 4.25703 -3.46805 0.49686 0.0 0.0 0.0 0.4278
H 4.14930 -2.18422 -1.64427 0.0 0.1 0.0 0.4428
H 2.37966 -0.71877 -1.97488 0.0 -0.1 -0.3 -0.0680
O 0.28690 -1.88126 -3.15769 -0.1 0.1 0.1 -0.6678
N 1.26749 -2.39857 -2.63042 -0.3 0.1 0.1 1.2121
C 1.70170 -3.62391 -2.81922 0.5 -0.6 0.1 0.5844
C 1.01638 -4.57317 -3.62119 -0.1 0.2 -0.1 -0.1722
N 0.44508 -5.36568 -4.22715 0.1 0.0 0.0 -0.5072
C 2.92750 -3.89689 -2.05900 -0.2 0.6 0.1 0.3296
N 3.63580 -4.91590 -2.06178 0.0 -0.1 0.0 -0.7486

---

(4)
45
Properties=species:S:1:pos:R:3:forces:R:3:mulliken_charge:R:1 method="wB97M-V/def2-TZVPD" homo_lumo_gap_ha=0.3269 relative_energy_kcal_mol=6.2 smiles="CC(=O)N1CCSc2ccc(S(=O)(=O)NCCc3ccc(Cl)cc3)cc21" lumo_energy_ha=0.011
C -2.87648 -2.48285 -1.73466 -0.1 -0.2 -0.1 -1.3211
C -3.67318 -2.69420 -0.47443 0.1 0.1 -0.2 0.9242
O -4.10356 -3.78187 -0.15612 0.0 -0.3 -0.1 -0.6256
N -3.94760 -1.59139 0.30315 -0.2 0.0 0.3 0.2061
C -3.49563 -0.28419 0.08543 0.4 0.6 -0.2 -0.8816
C -2.15332 -0.02778 -0.18154 -0.1 -0.1 0.1 0.0058
C -1.71320 1.25988 -0.39279 0.4 0.1 -0.2 0.0962
C -2.57552 2.33805 -0.31288 0.1 0.1 -0.1 -0.8003
C -3.89829 2.10636 0.00153 0.1 -0.2 0.0 -0.8677
C -4.36994 0.80925 0.20690 -0.1 -0.2 0.0 0.7201
S -6.07407 0.66782 0.60994 -0.1 -0.2 0.0 -0.2128
C -6.26308 -1.13185 0.86435 0.1 0.4 -0.1 -0.4711
C -4.95416 -1.73255 1.33976 -0.2 -0.3 0.2 -0.9751
H -5.07897 -2.80257 1.52487 0.0 0.2 0.0 0.4480
H -4.60949 -1.23744 2.25205 0.0 -0.1 -0.1 0.3519
H -7.05383 -1.24799 1.60344 0.0 0.0 0.0 0.4624
H -6.57469 -1.58380 -0.07747 0.0 -0.1 0.1 0.3421
H -4.59720 2.92415 0.08612 0.0 0.1 0.0 0.4105
H -2.20059 3.33059 -0.49984 0.0 0.2 0.0 0.5184
S 0.01996 1.50179 -0.73041 -0.3 0.4 0.6 1.4245
O 0.20510 2.78667 -1.34464 -0.2 0.1 0.2 -0.7291
O 0.53630 0.33804 -1.38862 0.0 -0.3 0.2 -0.6413
N 0.63004 1.52792 0.84308 -0.5 0.0 -0.7 -0.2328
H 0.63408 2.48329 1.17181 -0.1 0.2 0.0 0.3379
C 1.91461 0.88010 1.01021 0.5 -0.2 -0.2 -0.8248
H 1.81406 -0.10440 0.55110 0.2 0.0 0.2 0.3438
C 3.06190 1.64489 0.33173 -0.1 -0.3 0.1 -0.5951
C 4.30318 0.80378 0.28062 0.0 0.1 0.0 0.0218
C 5.33764 0.98317 1.18869 0.0 -0.1 -0.1 -0.3625
C 6.46585 0.18239 1.14882 0.1 -0.1 0.0 -0.6767
C 6.55600 -0.81243 0.19019 -0.2 0.1 0.0 0.3771
C 5.53308 -1.01183 -0.72388 0.1 0.0 0.0 -0.7768
C 4.41326 -0.20348 -0.67216 0.1 0.1 0.1 -0.1553
H 3.61109 -0.34834 -1.38072 -0.1 0.0 -0.1 0.4536
H 5.61738 -1.78909 -1.46708 0.0 -0.1 -0.1 0.4109
Cl 7.96309 -1.81679 0.13166 0.2 -0.1 0.0 -0.2198
H 7.26909 0.32822 1.85396 0.1 0.0 0.0 0.4094
H 5.26820 1.76083 1.93531 0.0 0.1 0.1 0.3589
H 3.24968 2.57606 0.87089 0.0 0.0 -0.1 0.4642
H 2.73591 1.88961 -0.68185 0.1 0.1 0.0 0.3878
H 2.10618 0.75653 2.07948 -0.1 -0.1 -0.1 0.3875
H -1.43628 -0.82893 -0.22967 0.0 -0.2 0.0 0.4550
H -3.00850 -1.48703 -2.14696 0.1 0.0 -0.1 0.3944
H -3.20049 -3.23154 -2.45470 0.0 0.0 0.1 0.3872
H -1.81860 -2.64979 -1.54398 0.1 0.0 0.0 0.2700